C23H28N2O3S in the gas phase, computed with the ωB97M-V functional and the def2-TZVPD basis.

Structure (XYZ):
```
57
Properties=species:S:1:pos:R:3:mulliken_charge:R:1
H 5.019 0.672 -1.029 0.43
H 4.018 -0.453 1.628 0.33
C -2.966 -0.354 0.479 0.12
C 4.330 -0.600 0.593 -1.40
C 2.715 2.317 0.581 0.39
H -4.052 0.729 -0.866 0.37
H -2.977 4.903 -0.022 0.46
N 3.244 1.427 -0.284 -0.12
H -5.662 -2.347 -0.171 0.40
H 1.498 4.522 1.380 0.49
H 4.449 -1.706 -1.854 0.37
H -3.136 3.639 -1.265 0.35
C 2.527 -2.746 -2.106 -0.70
H 5.296 -1.108 0.596 0.48
H -2.352 -3.246 2.954 0.40
H 3.057 -3.531 -2.653 0.42
C -0.904 2.272 -0.563 -0.04
H 0.467 -1.493 -0.895 -0.31
H -1.136 0.460 1.213 0.48
C -5.111 -1.421 -0.313 -1.63
C -2.825 3.850 -0.245 -1.76
H -0.851 5.216 1.045 0.41
C -1.395 3.469 -0.061 0.89
O -2.612 1.828 -2.543 -0.79
H 2.660 1.012 -0.992 0.33
C 3.513 -1.911 -1.350 -0.38
C -1.609 -1.397 2.170 -0.86
H 0.697 -3.832 -1.742 0.39
H -3.451 3.257 0.422 0.28
N -3.160 0.725 -0.394 -0.25
C 2.015 -1.683 0.614 -0.44
H -0.725 -1.389 2.789 0.44
C 0.915 -2.268 -0.270 0.33
H 2.233 -2.377 1.434 0.43
C -2.520 -2.433 2.264 -0.63
H 0.119 -2.675 0.357 0.11
C 1.293 2.699 0.303 0.79
H 2.020 -2.121 -2.849 0.26
H 0.686 0.923 -0.799 0.08
H -4.358 -3.239 1.535 0.35
C 0.410 1.884 -0.394 -0.15
C 0.814 3.900 0.823 -0.96
C 1.493 -3.357 -1.166 -1.07
H -4.832 -1.345 -1.364 0.36
C -1.835 -0.359 1.285 0.07
C -3.650 -2.426 1.465 -0.77
C 3.297 -1.432 -0.131 0.58
C -3.891 -1.402 0.561 0.90
O 3.337 2.802 1.507 -0.70
H 5.105 1.428 0.585 0.47
C -0.502 4.279 0.638 -0.81
O -1.156 -0.017 -1.812 -0.65
C 4.515 0.779 -0.065 -0.92
H 1.672 -0.751 1.074 0.29
H -5.777 -0.591 -0.072 0.39
H 1.971 -4.121 -0.549 0.39
S -1.940 1.139 -1.479 1.34
```

Properties
Structure (SMILES): Cc1ccccc1NS(=O)(=O)c1cc(C(=O)NCCC2=CCCCC2)ccc1C
Energy relative to the best compared isomer or geometry (same formula, charge and spin) in kcal per mole: 27.0
HOMO in eV: -8.87
Total charge: 0
LUMO in eV: 0.36

***

C23H28N2O6S in the gas phase, computed with the ωB97M-V functional and the def2-TZVPD basis.

Structure (XYZ):
```
60
Properties=species:S:1:pos:R:3:mulliken_charge:R:1
C 4.758 -1.219 -0.077 -1.19
O 1.937 1.878 -2.694 -0.36
H -1.153 -0.201 6.086 0.42
C 3.756 -0.845 -1.162 -0.54
H 0.613 0.310 -3.624 0.38
H -0.352 1.461 2.119 0.34
H 0.263 2.153 -4.716 0.28
H 3.238 -1.735 -1.540 0.32
O -1.973 3.167 -2.544 -0.67
O -3.777 -1.577 2.712 -0.78
H -2.734 -0.274 4.121 0.52
H 0.117 -0.854 5.040 0.23
C 1.189 0.846 0.799 -0.87
H 2.003 -2.369 0.099 0.46
C -0.701 -1.277 -2.921 -0.98
H -2.773 2.121 -0.781 0.56
C -2.847 0.306 0.373 -0.46
C 1.500 -1.518 0.532 0.11
C -0.451 0.066 -3.627 -0.76
O 1.590 3.472 -1.181 -0.61
C 0.163 0.616 1.690 -0.54
H 1.531 4.172 -4.116 0.41
H -0.813 0.052 -4.659 0.46
S -2.548 -1.839 2.026 1.51
C -0.247 2.938 -4.165 -0.72
C -2.483 -1.025 0.437 -0.36
H 5.278 -0.328 0.267 0.32
C 1.463 3.062 -2.303 0.64
H 0.231 -1.782 -2.664 0.28
H 0.265 4.673 -2.972 0.33
C -1.231 2.409 -3.131 0.56
O -2.146 -3.207 1.871 -0.67
H 1.466 1.856 0.537 0.54
H -1.555 -2.690 -0.521 0.55
H 2.334 1.390 -1.935 0.42
N -1.335 -0.973 2.809 0.79
C -1.469 -2.247 5.477 -1.08
H -0.798 3.568 -4.865 0.42
C 1.860 -0.218 0.201 0.46
H 4.272 -0.367 -1.999 0.39
C -1.466 -0.884 -1.696 1.07
H -1.289 -1.957 -3.541 0.33
H -2.530 -2.229 5.716 0.28
C -0.221 -0.686 2.010 -1.17
H -0.931 -2.704 6.305 0.40
H 0.174 -2.751 1.669 0.59
H -1.358 0.830 3.886 0.35
O 2.821 0.128 -0.727 -0.57
H -3.381 0.736 1.205 0.51
H 4.255 -1.672 0.774 0.33
H -1.337 -2.862 4.589 0.23
C 0.470 -1.743 1.428 -0.35
C 0.770 3.816 -3.419 -0.68
N -1.196 1.070 -2.862 0.22
C -0.961 -0.835 5.218 -0.52
C -1.776 0.479 -1.741 0.03
H 5.484 -1.921 -0.476 0.40
C -2.511 1.078 -0.728 -1.56
C -1.651 -0.218 3.998 -0.74
C -1.809 -1.646 -0.604 -0.29
```

Properties
Structure (SMILES): CCCN(c1ccc(OCC)cc1)S(=O)(=O)c1ccc2c(c1)CCN2C(=O)CCC(=O)O
Energy relative to the best compared isomer or geometry (same formula, charge and spin) in kcal per mole: 8.3
HOMO in eV: -8.40
Total charge: 0
LUMO in eV: 0.44

***

C23H28N4O2 in the gas phase, computed with the ωB97M-V functional and the def2-TZVPD basis.

Structure (XYZ):
```
57
Properties=species:S:1:pos:R:3:mulliken_charge:R:1
H -4.692 0.187 1.209 0.44
H -0.774 1.158 -1.440 0.41
C 3.856 -1.014 0.699 0.74
C 2.510 -0.510 0.809 -0.04
C -4.568 -1.309 -0.910 -1.09
H -3.606 2.293 0.553 0.31
C -1.775 1.183 -1.003 -0.64
C 5.362 -2.893 0.881 -0.82
N -3.794 -0.110 -0.638 0.24
H 7.151 1.185 0.132 0.34
H 3.840 1.372 0.165 0.53
H -6.188 -2.998 0.490 0.34
H 6.173 -1.231 -2.262 0.24
C 6.422 -2.067 0.528 -0.15
H 8.283 -0.154 0.366 0.40
H -2.905 1.687 2.076 0.44
H 5.534 -3.938 1.089 0.41
C -8.026 -1.905 0.533 -0.57
H 3.260 -2.999 1.238 0.36
C -2.470 -0.156 -1.221 -0.84
H -8.550 -2.668 1.089 0.38
N 0.952 1.141 0.714 0.07
H -2.356 1.973 -1.508 0.33
C -6.009 -1.120 -0.521 0.51
C -6.675 0.042 -0.892 -0.16
H -2.560 -0.346 -2.293 0.42
H -1.215 3.514 0.066 0.37
H 8.456 0.777 -1.942 0.35
C 4.935 -0.182 0.335 0.24
C 4.093 -2.368 0.965 -0.80
C -2.995 1.495 1.004 -0.95
H -9.717 -0.597 0.429 0.38
H -8.508 1.140 -0.839 0.38
N 2.221 0.713 0.587 -0.78
C 0.596 2.428 0.443 0.34
N -1.664 1.451 0.423 0.04
H 7.419 -2.475 0.459 0.42
H -1.856 -0.962 -0.776 0.30
C -8.000 0.232 -0.549 -0.58
H 1.735 -1.231 1.099 0.33
C 6.227 -0.726 0.255 0.22
C -8.680 -0.743 0.163 -0.39
C -6.695 -2.090 0.196 -0.45
C -0.895 2.656 0.678 -0.75
H -4.515 -1.497 -1.988 0.39
H -3.113 -0.638 1.296 0.24
C -3.688 0.156 0.783 -0.63
C 7.642 0.132 -1.634 -0.14
H -4.151 -2.193 -0.393 0.36
O 4.784 1.121 0.069 -0.60
H 0.204 0.490 0.965 0.43
H 7.241 -0.540 -3.577 0.28
H -1.014 2.934 1.730 0.41
C 6.989 -0.581 -2.531 -0.74
H -6.134 0.797 -1.442 0.39
C 7.371 0.154 -0.156 -1.01
O 1.365 3.289 0.094 -0.62
```

Properties
Structure (SMILES): C=CCc1cccc(/C=N/NC(=O)CN2CCN(Cc3ccccc3)CC2)c1O
Energy relative to the best compared isomer or geometry (same formula, charge and spin) in kcal per mole: 73.9
HOMO in eV: -8.20
Total charge: 0
LUMO in eV: 0.41

***

A molecular structure, C23H28N8NaS6, computed with the ωB97M-V functional and the def2-TZVPD basis.

Structure (XYZ):
```
66
Properties=species:S:1:pos:R:3:mulliken_charge:R:1
H 1.412 -3.253 -0.754 -0.56
H 2.091 1.226 1.938 0.12
C 0.888 3.059 -1.847 -0.28
H -1.843 -4.578 0.599 0.49
C 2.326 -1.932 -2.203 -1.19
H -1.217 -4.429 -1.798 0.53
N -4.470 2.697 -5.037 -0.65
C 3.268 -2.094 1.089 -0.77
C 3.033 3.557 3.420 -1.20
S 1.874 -1.467 2.066 -0.03
C 1.554 3.452 3.413 0.92
S -0.384 -2.191 -1.925 0.09
H -0.856 -3.736 3.187 0.46
H 2.957 -3.013 0.594 0.36
C -1.380 -3.524 -1.212 -0.98
C -2.346 1.448 -2.281 -0.52
H 1.305 -3.810 -2.435 0.47
H -5.370 0.646 -3.577 0.54
H 1.776 2.865 -1.251 0.46
C -1.266 3.382 -3.443 0.23
H -3.210 -0.928 -0.226 0.62
H 4.580 -1.463 -0.492 0.52
H 2.103 -1.541 -3.197 0.49
C -0.423 -2.821 2.782 -1.04
C 1.258 -2.934 -1.784 0.29
N -2.619 4.312 -5.285 -0.67
C -0.198 4.268 -3.573 -0.56
H 3.489 2.605 3.697 0.27
S 2.501 -0.477 -1.130 0.21
H 4.096 -2.337 1.755 0.45
H -5.221 -0.993 -1.679 0.49
S -1.781 2.002 2.061 -0.42
C 0.898 4.109 -2.760 -1.11
H 1.756 4.763 -2.834 0.44
C -1.132 -3.824 0.263 -0.83
N 1.355 1.804 1.551 -0.27
H 1.718 2.368 0.790 0.09
C -0.494 2.747 2.806 0.15
H 1.520 -3.338 3.544 0.49
H -0.634 -2.019 3.490 0.43
Na -0.441 0.488 0.082 0.82
H -0.248 5.051 -4.318 0.54
C -2.433 3.446 -4.305 0.87
C 3.734 -1.062 0.067 -1.05
N 0.741 4.072 4.196 -0.77
C -3.290 -0.262 -1.079 -0.57
H 1.295 -3.765 1.851 0.35
H -0.129 -4.225 0.405 0.36
C 1.081 -3.006 2.604 -0.72
C -4.425 -0.291 -1.885 -1.04
N -0.127 2.226 -1.681 0.30
N 0.848 2.630 2.547 0.26
S -1.331 -2.343 1.289 0.10
C -3.462 1.504 -3.125 0.22
N -0.499 3.634 3.810 0.21
C -1.208 2.381 -2.466 -0.17
S -4.044 3.957 -5.946 0.16
H 4.086 -0.159 0.570 0.42
H -1.326 3.982 4.266 0.19
N -2.273 0.567 -1.271 0.14
H 3.300 -2.419 -2.254 0.49
C -3.495 2.518 -4.162 0.92
H 3.327 4.310 4.146 0.36
C -4.510 0.607 -2.922 -0.60
H -2.413 -3.213 -1.376 0.41
H 3.411 3.847 2.438 0.28
```

Properties
Energy relative to the best compared isomer or geometry (same formula, charge and spin) in kcal per mole: 0.0
HOMO in eV: -10.66
Total charge: +1
LUMO in eV: -2.62